# 1
Density functional theory data (ωB97M-V with the def2-TZVPD basis set) for a cluster of 3 separate species, C2H9NO3 in total.

Summary:
- ΔE to the lowest compared entry with this formula, charge and spin (kcal/mol) = 38.08
- energy (eV) = -9851.9954
- structure (SMILES) = NCC=O.O.O
- highest occupied orbital energy (eV) = -10.06
- frontier orbital gap (hartree) = 0.3900

Structure (ORCA input):
```
! RIJCOSX wB97M-V def2-TZVPD def2/J DEFGRID3
* xyz 0 1
O -2.65908 2.37185 -3.09027
C -0.56389 -0.43840 1.42142
H 2.63985 -2.33824 2.21306
H 1.70468 0.39195 -0.84720
N 1.39102 0.21497 0.10130
H 1.44402 1.12605 0.54419
H 2.14150 -1.31199 1.15603
H -0.06727 -1.22931 1.99489
H -0.07703 -1.10830 -0.54949
O -1.46790 0.19545 1.89085
H -2.56184 1.41748 -3.00788
O 2.29767 -2.26015 1.31782
H -3.53688 2.56612 -2.74960
C -0.03221 -0.18197 0.03117
H -0.65265 0.58448 -0.42628
*
```



# 2
Density functional theory data (ωB97M-V with the def2-TZVPD basis set) for a cluster of 3 separate species, C2H9NO4 in total.

Summary:
- ΔE to the lowest compared entry with this formula, charge and spin (kcal/mol) = 8.80
- energy (eV) = -11900.4477
- structure (SMILES) = NCC(=O)O.O.O
- highest occupied orbital energy (eV) = -9.57
- frontier orbital gap (hartree) = 0.3670

Structure (ORCA input):
```
! RIJCOSX wB97M-V def2-TZVPD def2/J DEFGRID3
* xyz 0 1
H -1.80637 0.10943 1.40485
O 2.39455 2.65396 -1.07335
H 2.48106 3.60387 -1.21034
H 1.98739 2.31688 -1.88231
H 0.81503 1.78482 -0.36204
O -1.49948 -2.07134 -2.02667
O 0.25727 1.54696 0.40533
O 0.39778 -0.42272 -0.60314
H -1.16075 -2.16298 1.16096
C -0.76860 -0.18472 1.55471
H 0.07606 -1.94403 2.26813
N -0.79132 -1.57969 1.90437
H -1.23583 -2.41016 -2.88052
C 0.05564 0.21666 0.36377
H -0.42541 0.41800 2.38995
H -0.77702 -1.87494 -1.41371
*
```



# 3
Density functional theory data (ωB97M-V with the def2-TZVPD basis set) for a cluster of 3 separate species, C2H9NO4 in total.

Summary:
- ΔE to the lowest compared entry with this formula, charge and spin (kcal/mol) = 35.83
- energy (eV) = -11899.2756
- structure (SMILES) = O=CNCO.O.O
- highest occupied orbital energy (eV) = -9.50
- frontier orbital gap (hartree) = 0.3725

Structure (ORCA input):
```
! RIJCOSX wB97M-V def2-TZVPD def2/J DEFGRID3
* xyz 0 1
H 0.26074 -0.12035 -0.96152
H 0.23873 2.41165 -1.28159
H 2.43613 0.35068 0.26794
H -1.82258 0.08639 0.80841
C -0.73828 0.00718 0.89804
O -0.22048 -1.23798 1.20264
O 2.63288 -0.47974 -0.19113
H 3.50680 -0.68898 0.15952
C 0.34651 1.81679 -0.37110
O 0.96068 2.29621 0.55995
O -2.30605 -1.25131 -1.45585
H 0.59202 -1.07435 1.69867
H -0.52390 0.78496 1.64069
H -2.46133 -1.54438 -0.54843
N -0.21275 0.55476 -0.38163
H -2.68912 -1.91153 -2.04460
*
```



# 4
Density functional theory data (ωB97M-V with the def2-TZVPD basis set) for a cluster of 3 separate species, C2H9NO4 in total.

Summary:
- ΔE to the lowest compared entry with this formula, charge and spin (kcal/mol) = 40.08
- energy (eV) = -11899.0913
- structure (SMILES) = O=CNCO.O.O
- highest occupied orbital energy (eV) = -10.35
- frontier orbital gap (hartree) = 0.4016

Structure (ORCA input):
```
! RIJCOSX wB97M-V def2-TZVPD def2/J DEFGRID3
* xyz 0 1
O -0.25291 0.00088 0.92775
H -0.02818 -0.12530 -0.05614
O -0.00592 -3.85134 1.29666
C -1.32519 0.89080 0.70502
H -1.33012 2.69461 -0.55165
H 3.71577 0.17861 -0.94511
N -0.95641 1.70214 -0.50731
H -0.38631 1.69370 -2.53138
C -0.51379 1.07704 -1.63786
O 3.22105 0.75516 -0.36492
H -0.75027 -3.34862 1.14151
H -2.27982 0.52856 0.56969
H -0.03283 -4.24104 2.21723
O -0.16915 -0.08345 -1.62597
H 2.40493 0.41362 -0.06467
H -1.31084 1.71464 1.42714
*
```



# 5
Density functional theory data (ωB97M-V with the def2-TZVPD basis set) for a cluster of 2 separate species, C2H9NOS in total.

Summary:
- ΔE to the lowest compared entry with this formula, charge and spin (kcal/mol) = 16.25
- energy (eV) = -16591.9616
- structure (SMILES) = NCCS.O
- highest occupied orbital energy (eV) = -8.95
- frontier orbital gap (hartree) = 0.3591

Structure (ORCA input):
```
! RIJCOSX wB97M-V def2-TZVPD def2/J DEFGRID3
* xyz 0 1
H -0.10717 -1.47402 0.29745
H 1.80231 -0.24893 0.35198
O -2.24957 3.87554 3.40110
S 0.38058 0.97766 -0.85027
C 0.56268 -1.78453 -0.51831
H 1.04374 -2.74520 -0.31111
H -0.92545 -1.24513 -1.79379
H 0.95626 1.48716 -1.95249
H -0.46608 -2.78656 -2.04959
H 2.00704 -0.49017 -1.55458
N -0.12146 -1.85609 -1.84055
H -2.93340 3.29638 3.74696
H -1.40818 3.51279 3.70226
C 1.45868 -0.51890 -0.62905
*
```



# 6
Density functional theory data (ωB97M-V with the def2-TZVPD basis set) for a cluster of 2 separate species, C2H9NOS2 in total.

Summary:
- ΔE to the lowest compared entry with this formula, charge and spin (kcal/mol) = 25.58
- energy (eV) = -27426.9846
- structure (SMILES) = CSS.NCO
- highest occupied orbital energy (eV) = -8.18
- frontier orbital gap (hartree) = 0.3115

Structure (ORCA input):
```
! RIJCOSX wB97M-V def2-TZVPD def2/J DEFGRID3
* xyz 0 1
H 2.24821 -1.38478 3.57711
S 1.99890 -0.73601 -0.27519
H -1.96682 1.70919 -0.28022
S 2.41206 0.13048 1.66450
C -1.74361 0.91057 -0.99210
H -1.40832 -0.04398 -0.55811
C 2.26417 -1.43295 2.48487
H 1.35199 -1.94505 2.20025
H -3.51208 0.01589 -1.25846
O -0.55294 1.35323 -1.66441
H -0.53155 0.88508 -2.50560
N -2.92256 0.62698 -1.80233
H 3.26113 -1.89609 2.34818
H 2.45674 0.27674 -0.98494
H -3.35532 1.53070 -1.95355
*
```



# 7
Density functional theory data (ωB97M-V with the def2-TZVPD basis set) for a cluster of 2 separate species, C2H9NOSi in total.

Summary:
- ΔE to the lowest compared entry with this formula, charge and spin (kcal/mol) = 83.11
- energy (eV) = -13633.6190
- structure (SMILES) = [H]/N=C(\C)O.[SiH4]
- highest occupied orbital energy (eV) = -10.01
- frontier orbital gap (hartree) = 0.3995

Structure (ORCA input):
```
! RIJCOSX wB97M-V def2-TZVPD def2/J DEFGRID3
* xyz 0 1
H 2.56132 1.67882 -0.45636
H -3.00877 -0.09928 1.18363
H -1.53807 -1.67486 0.38046
H -1.14471 0.49152 -0.37685
Si -2.23678 -0.44572 -0.01457
H 1.10619 -1.90738 0.74904
N 1.53683 -0.93831 -1.15958
H 1.92102 -0.36729 -1.87599
C 1.79942 -0.44468 -0.02518
H 2.40001 0.97388 1.18404
H 0.93782 1.35702 0.33719
H -3.15574 -0.63628 -1.14172
O 1.43802 -1.09936 1.08588
C 1.98127 1.06974 0.26306
*
```



# 8
Density functional theory data (ωB97M-V with the def2-TZVPD basis set) for a structure of composition C2H9NP3.

Summary:
- ΔE to the lowest compared entry with this formula, charge and spin (kcal/mol) = 28.40
- energy (eV) = -31566.9242
- highest occupied orbital energy (eV) = -13.53
- frontier orbital gap (hartree) = 0.2603

Structure (ORCA input):
```
! RIJCOSX wB97M-V def2-TZVPD def2/J DEFGRID3
* xyz 1 1
P -0.81431 -0.55180 -0.46689
H 0.95168 -1.76654 1.01345
H 1.33109 -0.85539 -1.23751
H 0.79925 2.40368 1.72730
C 0.53335 -0.26071 -1.71101
N -0.32555 0.83796 0.63778
H -0.42978 -2.70753 1.30869
H -2.59457 1.89681 0.48922
H -0.84503 2.99109 0.81280
H 0.84577 0.78441 -1.61783
P 0.94932 0.84568 1.62464
H 0.37720 -0.67097 -2.70122
P -1.30005 2.07465 -0.08338
C 0.14298 -2.15379 0.47773
H 0.37865 -2.86754 -0.27377
*
```



# 9
Density functional theory data (ωB97M-V with the def2-TZVPD basis set) for a cluster of 2 separate species, C2H9NS in total.

Summary:
- ΔE to the lowest compared entry with this formula, charge and spin (kcal/mol) = 74.85
- energy (eV) = -14542.0476
- highest occupied orbital energy (eV) = -5.71
- frontier orbital gap (hartree) = 0.1913

Structure (ORCA input):
```
! RIJCOSX wB97M-V def2-TZVPD def2/J DEFGRID3
* xyz 0 1
H 0.46851 1.07175 -2.18950
H 0.31680 -1.00299 -0.14197
H -0.78250 -0.25155 -1.82969
H -1.25308 -1.91661 3.73985
N 0.69611 -0.12488 -0.35896
H -1.00214 0.92110 0.36004
C 0.10069 0.92916 0.47544
S -1.90566 -1.75050 2.66473
H 0.17487 0.94224 1.63983
C 0.25281 0.10033 -1.81434
H 0.52194 1.94001 0.21694
H 1.65601 -0.20402 -0.28467
H 0.75561 -0.65404 -2.47772
*
```



# 10
Density functional theory data (ωB97M-V with the def2-TZVPD basis set) for a cluster of 2 separate species, C2H9NS in total.

Summary:
- ΔE to the lowest compared entry with this formula, charge and spin (kcal/mol) = 14.03
- energy (eV) = -14536.3629
- highest occupied orbital energy (alpha / beta) (eV) = -13.12 / -12.74
- frontier orbital gap (alpha / beta) (hartree) = 0.3456 / 0.2570

Structure (ORCA input):
```
! RIJCOSX wB97M-V def2-TZVPD def2/J DEFGRID3
* xyz 1 2
H 1.08409 -0.09484 -1.34483
N 1.20330 -1.00853 -0.99604
H 0.50261 -1.23892 -0.31230
H -2.18969 1.65940 2.29686
C -1.94844 1.07529 1.35857
S -0.23366 1.15807 1.03373
H -2.60676 1.62012 0.59450
H 0.68879 -1.73772 -3.21159
C 1.13935 -1.96518 -2.09420
H -2.18299 -0.01637 1.46763
H 2.10491 -2.32872 -2.34277
H 2.10548 -1.14675 -0.48693
H 0.66361 -2.84624 -1.81415
*
```



Which value of energy does entry 3 give?
-11899.2756 eV



The highest ΔE to the lowest compared entry with this formula, charge and spin belongs to which entry?
C2H9NOSi



Repeat the seventh record exactly.
Density functional theory data (ωB97M-V with the def2-TZVPD basis set) for a cluster of 2 separate species, C2H9NOSi in total.

Summary:
- ΔE to the lowest compared entry with this formula, charge and spin (kcal/mol) = 83.11
- energy (eV) = -13633.6190
- structure (SMILES) = [H]/N=C(\C)O.[SiH4]
- highest occupied orbital energy (eV) = -10.01
- frontier orbital gap (hartree) = 0.3995

Structure (ORCA input):
```
! RIJCOSX wB97M-V def2-TZVPD def2/J DEFGRID3
* xyz 0 1
H 2.56132 1.67882 -0.45636
H -3.00877 -0.09928 1.18363
H -1.53807 -1.67486 0.38046
H -1.14471 0.49152 -0.37685
Si -2.23678 -0.44572 -0.01457
H 1.10619 -1.90738 0.74904
N 1.53683 -0.93831 -1.15958
H 1.92102 -0.36729 -1.87599
C 1.79942 -0.44468 -0.02518
H 2.40001 0.97388 1.18404
H 0.93782 1.35702 0.33719
H -3.15574 -0.63628 -1.14172
O 1.43802 -1.09936 1.08588
C 1.98127 1.06974 0.26306
*
```



The lowest energy belongs to which entry?
C2H9NP3